Record 1
{"formula": "C39H53As2Br4CaN3O12S3Si3", "method": "ωB97M-V/def2-TZVPD", "energy_ha": -20093.65308, "lumo_energy_ha": 0.112, "orbital_gap_ev": 5.126, "charge": -2, "homo_energy_ev": -2.07, "mol_weight_g_mol": 1445.859, "elements": ["Br", "Br", "Br", "Br", "As", "As", "Ca", "S", "S", "S", "Si", "Si", "Si", "O", "O", "O", "O", "O", "O", "O", "O", "O", "O", "O", "O", "N", "N", "N", "C", "C", "C", "C", "C", "C", "C", "C", "C", "C", "C", "C", "C", "C", "C", "C", "C", "C", "C", "C", "C", "C", "C", "C", "C", "C", "C", "C", "C", "C", "C", "C", "C", "C", "C", "C", "C", "C", "C", "H", "H", "H", "H", "H", "H", "H", "H", "H", "H", "H", "H", "H", "H", "H", "H", "H", "H", "H", "H", "H", "H", "H", "H", "H", "H", "H", "H", "H", "H", "H", "H", "H", "H", "H", "H", "H", "H", "H", "H", "H", "H", "H", "H", "H", "H", "H", "H", "H", "H", "H", "H", "H"], "coordinates": [[3.3466, 7.2425, 0.4217], [4.3883, 2.1536, -1.9344], [5.2581, 5.2636, -1.4201], [0.5157, 6.0035, 1.7082], [-0.4998, -0.7347, -2.1279], [-3.6777, 0.7018, 0.6780], [-0.4920, 1.0765, 0.5187], [-2.0893, 0.7445, 3.7051], [3.2989, -0.6268, -0.4903], [-1.9062, 3.7738, -0.7032], [-1.8354, -2.6947, -2.0033], [1.1283, -1.6237, -3.6226], [-1.6748, 0.4620, -3.7974], [-3.8156, 2.3497, 0.7031], [-1.6953, 1.0676, 2.3036], [0.1271, 3.1728, 0.9560], [-1.2873, -0.3061, 4.2995], [1.6614, 1.4761, -0.4909], [-2.2476, 1.9113, 4.5346], [-2.4120, -0.0769, -0.1039], [-1.4658, 2.3888, -1.2114], [3.1884, -3.2042, 6.7468], [-5.1132, 0.3032, -0.3264], [2.1667, -1.5346, -0.0529], [2.4022, -4.4305, 5.1725], [2.6250, -3.3476, 5.6784], [1.2907, 1.3840, 2.9553], [0.3697, -0.9022, 1.9787], [-4.2232, -0.5897, 4.6673], [3.9504, 0.1482, 1.0043], [1.3143, -2.1842, 3.7995], [2.0742, 2.6922, -0.3243], [5.7448, -1.3755, 0.4863], [-3.3926, 0.9089, -3.2460], [-0.3449, -1.9451, 1.6383], [-3.3778, -2.6765, -0.9645], [2.3184, -0.1885, -3.8566], [0.7781, -2.1934, -5.3813], [-3.6747, -0.0408, 3.5082], [-6.0318, -1.4872, 3.3684], [2.8649, 5.4296, 0.1145], [1.2449, 3.5981, 0.4795], [2.7714, -0.9803, 5.3663], [-3.3648, 4.1626, -1.6677], [-0.8499, 4.8737, -1.6465], [2.0657, -3.0869, -2.9270], [-5.4035, -1.3032, 4.5957], [-2.4447, -3.3671, -3.6450], [3.2503, 3.2533, -0.8613], [-0.6429, 1.9507, -4.2379], [3.6475, 4.6001, -0.6516], [4.9044, -0.8445, 1.6497], [-5.4959, -0.9344, 2.2178], [-0.3275, -3.1507, 2.3524], [1.6782, 4.9136, 0.6707], [1.6591, 0.2606, 3.5959], [-0.7277, -4.0539, -1.3132], [4.7263, -1.7900, -0.5755], [-1.9864, -0.3361, -5.4693], [1.1166, -0.9908, 3.0940], [2.2238, -2.1247, 4.9263], [2.4707, 0.2609, 4.7256], [2.9485, 1.4995, 5.1934], [-4.3113, -0.1969, 2.2773], [1.6895, 2.5349, 3.4449], [2.5448, 2.6415, 4.5644], [0.5315, -3.2898, 3.4030], [2.8620, 3.6189, 4.9027], [3.4379, -1.0027, 6.2172], [2.1451, -3.0459, -1.8421], [-1.2654, 2.7107, -4.7240], [-2.7503, -4.4075, -3.4863], [-2.5165, -1.2879, -5.4090], [-3.1575, -2.6558, 0.1047], [-4.0426, 0.0282, -3.2587], [-1.3006, -4.6873, -0.6276], [0.1360, -3.6605, -0.7718], [4.4699, 1.0557, 0.6908], [-3.4932, 5.2462, -1.6412], [2.0933, 0.6311, -3.1711], [-3.7033, -0.4564, 5.6070], [-1.1178, 4.8107, -2.7018], [-3.2112, 3.8120, -2.6892], [-0.1852, 2.3885, -3.3508], [-0.9697, 5.8918, -1.2706], [-2.6167, 0.3716, -6.0205], [3.3518, -0.4833, -3.6525], [0.1562, 1.6633, -4.9286], [-0.9635, -1.8355, 0.7524], [-5.9870, -1.0569, 1.2637], [3.0732, -3.0786, -3.3582], [-3.9419, -3.5871, -1.1994], [3.0731, 0.4197, 1.5848], [-0.9801, -3.9608, 2.0556], [1.3213, 3.4183, 2.9378], [-3.8063, 1.6702, -3.9164], [5.1170, -1.7945, -1.5942], [6.3829, -0.5733, 0.1053], [4.3376, -1.6612, 2.1076], [1.6561, -2.7785, -5.6757], [-0.1048, -2.8221, -5.5080], [-3.9949, -1.8010, -1.1730], [1.5797, -4.0274, -3.2013], [0.5950, -4.2236, 3.9353], [3.6136, 1.5275, 6.0497], [6.3928, -2.2045, 0.7812], [0.1800, 4.5544, -1.5060], [-0.3470, -4.6840, -2.1210], [-6.9497, -2.0603, 3.3094], [5.5123, -0.3779, 2.4281], [-1.6827, -3.3481, -4.4240], [-4.2109, 3.6674, -1.1973], [-3.3114, -2.8085, -4.0092], [2.2654, 0.2018, -4.8780], [-1.0770, -0.4996, -6.0463], [4.2795, -2.7588, -0.3503], [-5.2902, 1.1341, -0.7810], [-3.3750, 1.2922, -2.2289], [-5.8350, -1.7253, 5.4961], [0.6830, -1.3512, -6.0676]]}

Record 2
{"formula": "C39H53FeN5P2", "method": "ωB97M-V/def2-TZVPD", "energy_ha": -3737.50747, "lumo_energy_ha": [-0.031, -0.044], "orbital_gap_ev": [4.769, 4.384], "s_squared": 6.35, "homo_energy_ev": [-5.61, -5.59], "mol_weight_g_mol": 709.681, "spin_multiplicity": 5, "elements": ["Fe", "P", "P", "N", "N", "N", "N", "N", "C", "C", "C", "C", "C", "C", "C", "C", "C", "C", "C", "C", "C", "C", "C", "C", "C", "C", "C", "C", "C", "C", "C", "C", "C", "C", "C", "C", "C", "C", "C", "C", "C", "C", "C", "C", "C", "C", "C", "H", "H", "H", "H", "H", "H", "H", "H", "H", "H", "H", "H", "H", "H", "H", "H", "H", "H", "H", "H", "H", "H", "H", "H", "H", "H", "H", "H", "H", "H", "H", "H", "H", "H", "H", "H", "H", "H", "H", "H", "H", "H", "H", "H", "H", "H", "H", "H", "H", "H", "H", "H", "H"], "coordinates": [[0.1906, -2.2608, 0.3068], [0.1742, -0.7435, -2.0299], [0.7753, 0.5024, 1.1700], [1.3958, 1.7598, 2.3977], [0.9158, -0.7655, 2.6750], [-0.1931, -2.4744, -2.8132], [-1.1566, 2.0876, -0.1163], [0.1530, 0.0318, -3.5724], [-0.0299, -2.3688, 4.0215], [-4.5156, 3.0154, 1.1577], [-2.3119, 2.0262, 0.5713], [1.1815, 3.8255, 3.3323], [3.3257, -1.7183, 1.2426], [0.4753, 2.7951, 2.7100], [-1.0584, 0.3520, -4.2282], [-1.1807, -3.3085, -2.2818], [-0.7713, 4.5104, -0.1585], [0.6988, 1.2683, -5.3606], [-0.7550, 3.2489, -1.0213], [-3.9409, 0.0191, 3.4255], [0.2834, -3.0955, -3.9743], [3.8032, -2.9803, -0.8653], [-3.4053, 2.9233, 0.3595], [0.7146, 3.0947, -1.4870], [2.2085, 0.4290, -0.0287], [-4.6473, 2.0646, 2.1708], [-0.4708, -4.2506, -4.2042], [2.2531, -2.8389, -1.1118], [-2.6047, 1.0119, 1.5584], [1.2150, 0.6019, -4.2722], [1.0077, -1.7271, 4.7498], [4.3440, -1.9350, 0.1533], [2.6091, -2.7730, 1.6806], [2.7222, -4.2723, 1.5387], [2.6562, 2.1597, 2.8367], [-5.5458, 4.0939, 0.9954], [-3.7425, 1.0277, 2.3388], [-1.3713, -4.3966, -3.1113], [1.6882, -4.7769, 0.4969], [2.5549, 3.4506, 3.3668], [1.9472, -0.4913, -1.2493], [-0.7227, 1.0933, -5.3506], [1.2421, -3.6145, -0.4016], [-1.6659, 3.3513, -2.2427], [1.6102, -0.7958, 3.8785], [-1.9891, -0.9135, -1.0305], [-0.0783, -1.7988, 2.7203], [-1.7973, 4.7944, 0.0467], [-1.3235, 4.2084, -2.8335], [-4.1611, 0.5235, 4.3717], [-1.4159, 1.4884, -6.0615], [-0.3077, 4.3192, 0.8225], [-1.6844, -3.0911, -1.3250], [2.4255, -4.6799, 2.5277], [-4.7775, -0.6522, 3.2122], [-0.8810, -1.9165, 1.9466], [5.2629, -2.2824, 0.6328], [4.0436, -3.9547, -0.4280], [3.4276, -0.8337, 1.9196], [-5.6098, 4.6042, 1.9662], [-1.6138, 2.4183, -2.8182], [2.3770, -0.0661, 4.0317], [0.8716, 2.1084, -1.9589], [3.2155, 0.1933, 0.3674], [4.7586, -1.0303, -0.2883], [0.9328, 3.8799, -2.2417], [-2.0461, -5.1849, -2.8860], [-1.9280, 0.2046, 1.8068], [2.3101, 1.4586, -0.3487], [-1.9834, 0.0003, -3.8221], [1.9837, -2.6960, -2.2077], [0.8140, -5.1691, 1.0423], [2.3169, -1.5220, -0.7814], [2.7143, -0.3317, -2.0286], [-6.4951, 3.5941, 0.7603], [3.5094, 1.4966, 2.7228], [-3.0425, -0.5817, 3.5358], [-5.2719, 4.8008, 0.1975], [1.2360, -1.8167, 5.8034], [0.3401, -3.9342, -1.0129], [-2.6487, -0.7461, -0.1760], [1.9161, -2.5877, 2.4894], [-0.5776, 2.6939, 2.4658], [-0.4129, -4.9241, -5.0488], [0.7587, 4.7667, 3.6969], [3.3771, 4.0343, 3.7366], [1.2700, 1.8027, -6.0870], [-0.6344, -3.1737, 4.3903], [-0.2681, 5.3421, -0.6667], [3.7411, -4.6276, 1.2927], [1.4330, 3.1995, -0.6482], [-2.7026, 3.4754, -1.9321], [-3.2084, 3.6897, -0.3870], [2.0990, -5.5736, -0.1459], [-1.7031, 0.0847, -1.3844], [4.2786, -2.8374, -1.8589], [-5.5158, 2.1762, 2.8079], [2.2099, 0.4605, -3.9020], [-2.6893, -1.4036, -1.7300], [1.0879, -2.6458, -4.5275]]}

Record 3
{"formula": "C39H53IrN2O3SSe2", "method": "ωB97M-V/def2-TZVPD", "energy_ha": -7158.29276, "lumo_energy_ha": [-0.114, -0.204], "orbital_gap_ev": [7.216, 4.767], "s_squared": 0.76, "charge": 1, "homo_energy_ev": [-10.32, -10.31], "mol_weight_g_mol": 980.068, "spin_multiplicity": 2, "elements": ["Ir", "Se", "Se", "S", "O", "O", "O", "N", "N", "C", "C", "C", "C", "C", "C", "C", "C", "C", "C", "C", "C", "C", "C", "C", "C", "C", "C", "C", "C", "C", "C", "C", "C", "C", "C", "C", "C", "C", "C", "C", "C", "C", "C", "C", "C", "C", "C", "C", "H", "H", "H", "H", "H", "H", "H", "H", "H", "H", "H", "H", "H", "H", "H", "H", "H", "H", "H", "H", "H", "H", "H", "H", "H", "H", "H", "H", "H", "H", "H", "H", "H", "H", "H", "H", "H", "H", "H", "H", "H", "H", "H", "H", "H", "H", "H", "H", "H", "H", "H", "H", "H"], "coordinates": [[1.1457, -0.3319, -0.1944], [0.6430, -0.1400, -2.7315], [0.0949, -0.1319, 1.9312], [2.9901, 2.2527, -0.3665], [-0.3448, -1.5968, -0.5938], [2.9533, 0.7129, -0.6187], [0.2655, 1.4413, -0.6093], [2.7214, 1.7548, -3.7479], [2.1786, -1.9811, 0.3135], [-3.7755, 5.1962, 2.7483], [-3.1110, -2.7431, 2.3112], [-1.3515, 3.7942, -1.5274], [-3.0560, -3.3579, 1.0539], [3.0334, -4.0764, 1.5898], [0.0874, 4.0784, -1.9757], [2.5653, -2.8869, 0.8938], [-2.4634, -2.8408, -2.4260], [-2.3690, 3.1752, 2.1444], [3.0157, 1.4844, 2.2866], [-2.2064, 3.6929, 0.8569], [1.8690, 2.7310, 4.0203], [-0.6712, 1.9923, 0.2070], [-1.2300, -2.0125, 0.3314], [2.6161, 2.4365, 1.3605], [-2.0346, 2.8328, -2.5115], [4.7367, 2.6063, -0.2421], [-0.7316, -4.4212, -1.5062], [1.8513, 3.5303, 1.7397], [-1.3891, 3.1545, -0.1359], [-2.1205, -3.8034, -1.2799], [-3.4825, -3.4610, 4.6877], [-5.0337, -4.2773, 2.9311], [-5.0714, -1.8758, 3.5796], [2.6423, 1.6437, 3.6113], [-2.1070, 5.1251, -1.5769], [-2.1407, -3.0502, 0.0527], [1.9078, 1.0333, -3.3621], [-1.6755, 2.0126, 2.4429], [-3.2783, 3.8192, 3.1900], [-3.1402, -4.9437, -1.3105], [-4.4905, 2.9048, 3.4185], [-4.1647, -3.0959, 3.3632], [1.4851, 3.6717, 3.0682], [1.4608, 2.8969, 5.4570], [-2.1647, -1.7701, 2.5780], [-1.2524, -1.4295, 1.5889], [-0.8655, 1.4497, 1.4740], [-2.5133, 3.9847, 4.5104], [0.6693, 3.1721, -2.1026], [-2.4664, -3.3783, -3.3767], [0.0519, -3.6650, -1.5167], [-1.5523, 1.8548, -2.5162], [-4.1831, 1.9253, 3.7913], [-3.7717, -4.1371, 0.8473], [-5.7287, -4.5270, 3.7341], [-4.4147, 5.1364, 1.8657], [5.2162, 1.8234, 0.3430], [-5.0437, 2.7534, 2.4898], [0.3879, 3.0787, 5.5379], [-4.2349, -3.6773, 5.4486], [-4.1665, -4.5805, -1.2309], [-0.5084, -5.1496, -0.7221], [-0.7144, -4.9451, -2.4643], [-2.8543, -4.3465, 4.5711], [-2.0061, 5.5421, -2.5794], [2.6796, -4.0497, 2.6192], [-4.5008, -1.0142, 3.9335], [0.8781, 4.5185, 3.3653], [4.8268, 3.5759, 0.2445], [-5.6269, -4.0440, 2.0448], [-2.2260, 3.0237, 4.9412], [-3.4534, -2.4045, -2.2801], [2.9558, 0.9112, 4.3455], [2.6391, -4.9610, 1.0927], [-5.8395, -2.0992, 4.3231], [-2.9479, 5.8749, 2.5303], [-1.6079, 4.5794, 4.3655], [-5.5681, -1.5912, 2.6500], [-1.7664, 1.5347, 3.4116], [-1.7405, -2.0298, -2.4954], [-3.0528, -5.4693, -2.2625], [-2.8573, -2.6503, 5.0650], [-3.1747, 5.0083, -1.3833], [-1.7010, 5.8543, -0.8722], [1.9691, 3.7527, 5.9042], [5.1538, 2.6463, -1.2470], [-2.7536, 4.5879, 0.6103], [1.7060, 2.0154, 6.0471], [3.6106, 0.6346, 1.9732], [1.5265, 4.2550, 1.0021], [-1.9925, 3.2356, -3.5258], [-2.9652, -5.6705, -0.5146], [0.0768, 4.6070, -2.9307], [-4.3690, 5.6405, 3.5485], [-3.0830, 2.6900, -2.2431], [-4.4354, -5.1669, 2.7236], [-2.1349, -1.2635, 3.5359], [-5.1689, 3.3470, 4.1512], [4.1214, -4.1067, 1.5797], [-3.1395, 4.4965, 5.2432], [0.5995, 4.7180, -1.2508]]}

We obtain relative energy (zero: lowest compared OMol25 entry of this formula, charge and spin) values of 60.8 828.9 74.5 kJ/mol for the records listed above, in that order.